Record 1
The following is a quantum chemistry calculation of a structure of composition C19H16CrN6O2S3, from OMol25.

Calculated values
Net charge   -2
2S+1   5
Calculated total energy   -3451.835298 a.u.
ΔE to the lowest compared entry with this formula, charge and spin   0.000 eV
HOMO-LUMO gap (alpha / beta)   0.1734 / 0.1776 Ha

The geometry in XYZ format:
```
47
C19H16CrN6O2S3 ωB97M-V/def2-TZVPD
Cr -0.12 0.09 0.43
O -0.74 3.52 -1.86
C -0.47 2.61 -1.07
N -0.73 1.31 -1.11
C -1.36 0.65 -2.17
C -1.64 1.20 -3.42
C -2.24 0.42 -4.41
C -2.57 -0.90 -4.15
C -2.31 -1.46 -2.90
C -1.70 -0.70 -1.90
N -1.36 -1.15 -0.62
C -1.88 -2.24 -0.06
O -2.68 -3.07 -0.50
C -1.38 -2.40 1.37
C -1.48 -3.64 2.01
C -1.03 -3.75 3.30
C -0.53 -2.62 3.95
C -0.46 -1.44 3.24
N -0.86 -1.33 1.97
C 0.30 2.98 0.20
C 0.83 4.25 0.34
C 1.53 4.57 1.49
C 1.69 3.60 2.46
C 1.16 2.34 2.25
N 0.48 2.04 1.14
H -1.38 2.23 -3.60
H -2.44 0.85 -5.38
H -3.04 -1.50 -4.91
H -2.57 -2.49 -2.68
H -1.88 -4.47 1.44
H -1.03 -4.71 3.81
H -0.15 -2.67 4.96
H -0.02 -0.55 3.68
H 0.66 4.95 -0.47
H 1.97 5.55 1.61
H 2.24 3.79 3.37
H 1.31 1.53 2.95
S 3.01 -3.24 2.75
C 2.35 -2.35 1.45
S 1.88 -3.05 -0.04
S 2.16 -0.61 1.63
N 3.46 0.15 -1.53
N 2.16 0.72 -1.64
H 3.70 -0.34 -2.38
H 3.39 -0.55 -0.79
H 1.55 0.20 -2.26
H 2.24 1.67 -1.96
```

Record 2
The following is a quantum chemistry calculation of the molecule C19H16F4N4O at a distorted geometry, from OMol25.

Calculated values
Structure (SMILES)   Cc1cc(-n2nc(Cc3cc(F)cc(C(F)(F)F)c3)nc2C)ccc1C(N)=O
Calculated total energy   -1427.323687 a.u.
HOMO-LUMO gap   0.3445 Ha

The geometry in XYZ format:
```
44
C19H16F4N4O ωB97M-V/def2-TZVPD
C 4.98 3.29 -0.52
C 4.11 2.13 -0.59
C 2.77 2.45 -0.11
C 1.71 1.51 -0.36
N 0.40 1.76 0.14
N -0.31 0.85 0.85
C -1.22 1.58 1.54
C -2.42 1.04 2.33
C -2.67 -0.40 2.04
C -2.75 -0.96 0.71
C -3.06 -2.32 0.50
F -3.32 -2.74 -0.74
C -3.24 -3.17 1.62
C -3.11 -2.66 2.90
C -3.46 -3.51 4.13
F -2.94 -2.89 5.14
F -2.92 -4.76 4.02
F -4.75 -3.64 4.33
C -2.76 -1.32 3.03
N -1.08 3.00 1.39
C -0.14 3.02 0.52
C 0.00 4.22 -0.37
C 1.98 0.42 -1.14
C 3.23 0.24 -1.80
C 4.35 1.08 -1.50
C 5.68 0.84 -2.05
N 6.40 -0.21 -1.58
O 6.16 1.49 -3.01
H 4.63 4.13 -1.07
H 5.90 2.99 -1.08
H 5.36 3.47 0.50
H 2.55 3.12 0.61
H -3.24 1.65 1.97
H -2.41 1.34 3.42
H -2.55 -0.37 -0.15
H -3.61 -4.20 1.58
H -2.65 -0.99 4.03
H 0.99 4.64 -0.44
H -0.60 5.02 0.09
H -0.54 4.04 -1.34
H 1.16 -0.26 -1.46
H 3.30 -0.71 -2.39
H 7.37 -0.19 -1.69
H 6.03 -0.71 -0.74
```

Record 3
The following is a quantum chemistry calculation of a structure of composition C19H16F5NOPdS2 at a distorted geometry, from OMol25.

Calculated values
Net charge   -2
Calculated total energy   -2287.152184 a.u.
ΔE to the lowest compared entry with this formula, charge and spin   0.195 eV
HOMO-LUMO gap   0.1367 Ha

The geometry in XYZ format:
```
45
C19H16F5NOPdS2 ωB97M-V/def2-TZVPD
Pd -0.09 -0.48 -0.29
S -1.20 3.80 2.41
C 0.47 4.16 2.15
C 1.23 5.25 2.55
C 2.57 5.30 2.20
C 3.14 4.27 1.45
C 2.39 3.18 1.04
C 1.04 3.12 1.39
N 0.20 2.09 1.05
C -1.00 2.27 1.48
C -2.12 1.34 1.32
C -3.38 1.74 1.81
C -4.46 0.90 1.71
C -4.27 -0.35 1.10
C -3.04 -0.71 0.60
C -1.87 0.09 0.68
H 0.78 6.05 3.13
H 3.17 6.15 2.51
H 4.19 4.33 1.18
H 2.80 2.38 0.44
H -3.51 2.72 2.25
H -5.43 1.20 2.09
H -5.11 -1.04 1.02
H -2.95 -1.68 0.12
O -0.07 -2.98 1.93
S 0.82 -2.07 1.13
C 2.49 -2.93 1.42
C 3.29 -2.19 2.49
C 2.26 -1.44 3.35
C 1.35 -0.78 2.33
H 3.00 -3.02 0.47
H 2.18 -3.92 1.76
H 3.96 -1.46 2.03
H 3.91 -2.87 3.09
H 2.72 -0.72 4.02
H 1.69 -2.15 3.95
H 1.87 -0.01 1.76
H 0.42 -0.36 2.71
F 0.74 -1.88 -2.95
C 0.51 -0.59 -2.41
F -0.36 0.01 -3.35
C 1.83 0.13 -2.75
F 2.26 0.01 -4.04
F 1.75 1.46 -2.53
F 2.87 -0.32 -2.00
```

Record 4
The following is a quantum chemistry calculation of a structure of composition C19H16FeLiO3 at a distorted geometry, from OMol25.

Calculated values
Net charge   -1
Calculated total energy   -2230.431854 a.u.
ΔE to the lowest compared entry with this formula, charge and spin   1.145 eV
HOMO-LUMO gap   0.0666 Ha

The geometry in XYZ format:
```
40
C19H16FeLiO3 ωB97M-V/def2-TZVPD
O 3.62 -3.15 -2.51
C 2.77 -2.36 -2.50
Fe 1.47 -1.24 -1.97
C 2.64 -0.08 -1.26
O 3.37 0.58 -0.63
C 1.40 -1.87 -0.30
O 1.53 -2.18 0.82
C -0.02 -2.37 -2.57
C -1.39 -2.15 -1.99
C -1.66 -0.67 -1.64
C -0.44 0.16 -1.44
C 0.45 0.48 -2.49
C 0.44 -0.25 -3.74
C 0.39 -1.62 -3.74
H 0.28 -3.42 -2.57
H -2.17 -2.49 -2.70
H -1.57 -2.81 -1.13
H -2.29 -0.26 -2.45
H -2.26 -0.60 -0.72
H -0.33 0.74 -0.52
H 1.05 1.42 -2.46
H 0.69 0.29 -4.66
H 0.72 -2.18 -4.62
C -2.68 1.27 2.79
Li 1.77 0.87 4.42
C -2.58 0.22 1.83
C -1.20 0.11 1.46
C -0.44 1.04 2.23
C -1.34 1.72 3.11
C -0.80 2.65 4.00
C 0.54 3.00 3.89
C 1.37 2.48 2.89
C 0.93 1.37 2.18
H -3.59 1.67 3.26
H -3.39 -0.45 1.50
H -0.73 -0.64 0.83
H -1.45 3.17 4.70
H 0.92 3.82 4.51
H 2.38 2.86 2.75
H 1.58 0.87 1.45
```

Record 5
The following is a quantum chemistry calculation of a structure of composition C19H16N3S2Tl, from OMol25.

Calculated values
Calculated total energy   -1866.759405 a.u.
ΔE to the lowest compared entry with this formula, charge and spin   0.190 eV
HOMO-LUMO gap   0.2529 Ha

The geometry in XYZ format:
```
41
C19H16N3S2Tl ωB97M-V/def2-TZVPD
Tl -0.21 0.49 0.37
S -4.48 -1.22 -1.15
C -3.53 -2.67 -1.06
C -3.94 -4.00 -1.14
C -2.97 -4.98 -1.05
C -1.62 -4.64 -0.90
C -1.22 -3.32 -0.82
C -2.19 -2.32 -0.90
N -1.94 -0.96 -0.85
C -3.03 -0.26 -0.96
C -3.04 1.22 -0.92
C -4.24 1.90 -1.15
C -4.26 3.28 -1.16
C -3.07 3.97 -0.94
C -1.90 3.28 -0.69
C -1.83 1.89 -0.67
H -4.98 -4.25 -1.26
H -3.26 -6.02 -1.10
H -0.88 -5.43 -0.84
H -0.18 -3.05 -0.72
H -5.16 1.35 -1.34
H -5.18 3.81 -1.34
H -3.07 5.05 -0.96
H -0.99 3.85 -0.53
C 4.16 -1.63 2.10
C 3.97 -0.29 1.46
C 4.36 0.89 2.00
C 4.09 2.07 1.26
N 3.45 2.06 0.11
C 3.02 0.89 -0.41
S 2.07 0.76 -1.79
N 3.35 -0.26 0.27
C 4.50 3.41 1.79
H 4.74 -1.54 3.01
H 4.67 -2.31 1.42
H 3.19 -2.06 2.34
H 4.86 0.93 2.96
H 3.00 -1.11 -0.15
H 5.11 3.32 2.69
H 3.60 3.99 2.02
H 5.04 3.95 1.02
```

Record 6
The following is a quantum chemistry calculation of the molecule C19H16O7 at a distorted geometry, from OMol25.

Calculated values
Structure (SMILES)   COC(=O)[C@]1(Cc2ccc(O)cc2)OC(=O)C(O)=C1c1ccc(O)cc1
Calculated total energy   -1260.338212 a.u.
ΔE to the lowest compared entry with this formula, charge and spin   0.000 eV
HOMO-LUMO gap   0.3121 Ha

The geometry in XYZ format:
```
42
C19H16O7 ωB97M-V/def2-TZVPD
C -1.18 -0.92 -2.67
O -0.79 -0.45 -1.38
C -0.35 0.80 -1.32
O -0.23 1.52 -2.27
C 0.03 1.24 0.11
C -0.62 0.42 1.24
C -2.05 0.04 0.97
C -2.46 -1.28 1.09
C -3.77 -1.65 0.84
C -4.70 -0.69 0.46
O -5.99 -1.00 0.19
C -4.30 0.64 0.34
C -2.99 1.00 0.60
O -0.42 2.59 0.21
C 0.63 3.43 0.22
O 0.58 4.63 0.26
C 1.87 2.62 0.22
O 3.05 3.25 0.26
C 1.55 1.31 0.18
C 2.44 0.17 0.19
C 2.02 -1.13 -0.09
C 2.91 -2.19 -0.07
C 4.25 -1.98 0.24
O 5.15 -2.99 0.27
C 4.68 -0.68 0.51
C 3.80 0.37 0.49
H -1.51 -1.94 -2.54
H -0.33 -0.87 -3.36
H -1.99 -0.30 -3.06
H -0.57 1.05 2.14
H -0.02 -0.47 1.43
H -1.74 -2.04 1.38
H -4.07 -2.68 0.94
H -6.14 -1.94 0.33
H -5.03 1.38 0.04
H -2.69 2.03 0.50
H 2.87 4.21 0.25
H 0.99 -1.33 -0.34
H 2.56 -3.19 -0.29
H 4.72 -3.82 0.06
H 5.73 -0.53 0.74
H 4.15 1.36 0.70
```

Record 7
The following is a quantum chemistry calculation of a structure of composition C19H17BeN6O2S, from OMol25.

Calculated values
Net charge   +1
Calculated total energy   -1626.161453 a.u.
ΔE to the lowest compared entry with this formula, charge and spin   0.000 eV
HOMO-LUMO gap   0.2408 Ha

The geometry in XYZ format:
```
46
C19H17BeN6O2S ωB97M-V/def2-TZVPD
Be 0.82 0.10 1.39
N -1.61 1.18 -5.70
C -1.40 1.44 -4.37
C -0.57 2.49 -3.98
C -0.38 2.78 -2.64
C -1.02 2.00 -1.67
C -1.85 0.95 -2.05
C -2.04 0.67 -3.39
S -0.77 2.36 0.01
O -1.85 1.78 0.77
O -0.42 3.74 0.14
N 0.50 1.44 0.49
C 1.81 1.56 0.16
N 2.41 2.43 -0.64
C 3.72 2.28 -0.74
C 4.46 1.30 -0.08
C 3.75 0.42 0.72
N 2.43 0.55 0.84
H -1.11 1.68 -6.40
H -2.15 0.38 -5.99
H -0.09 3.10 -4.73
H 0.25 3.60 -2.34
H -2.37 0.38 -1.29
H -2.70 -0.14 -3.68
H 4.23 2.98 -1.40
H 5.53 1.22 -0.19
H 4.23 -0.38 1.27
N 0.38 0.11 3.10
C -0.33 -1.14 3.35
C -0.87 -1.55 4.52
C -1.56 -2.79 4.57
C -1.70 -3.56 3.45
C -1.15 -3.14 2.21
C -1.26 -3.83 0.99
C -0.71 -3.31 -0.15
C -0.03 -2.08 -0.08
N 0.11 -1.42 1.05
C -0.46 -1.93 2.19
H -0.23 0.91 3.26
H 1.17 0.22 3.73
H -0.78 -0.95 5.41
H -1.98 -3.12 5.51
H -2.24 -4.50 3.49
H -1.79 -4.78 0.96
H -0.79 -3.81 -1.10
H 0.42 -1.63 -0.96
```

Record 8
The following is a quantum chemistry calculation of the molecule C19H17BrF3N3O3, from OMol25.

Calculated values
Structure (SMILES)   O=C(c1ccc(Br)c(C(F)(F)F)c1)N1CCC2(CC1)CCN2C(=O)c1cnoc1
Calculated total energy   -3997.824281 a.u.
ΔE to the lowest compared entry with this formula, charge and spin   0.005 eV
HOMO-LUMO gap   0.3565 Ha

The geometry in XYZ format:
```
46
C19H17BrF3N3O3 ωB97M-V/def2-TZVPD
O -0.39 0.12 -1.19
C -0.39 -0.33 -0.05
C -1.19 0.36 1.02
C -2.45 0.85 0.69
C -3.20 1.54 1.62
C -2.68 1.77 2.89
Br -3.76 2.73 4.10
C -1.41 1.32 3.22
C -0.80 1.57 4.58
F 0.44 1.05 4.67
F -0.69 2.88 4.85
F -1.53 1.02 5.57
C -0.67 0.61 2.28
N 0.36 -1.41 0.32
C -0.09 -2.37 1.33
C -0.98 -3.43 0.68
C -0.35 -4.11 -0.54
C 0.31 -3.09 -1.47
C 1.16 -2.05 -0.73
C -1.33 -5.05 -1.29
C -0.40 -6.24 -0.97
N 0.47 -5.32 -0.25
C 1.60 -5.48 0.46
O 2.18 -4.56 1.02
C 2.14 -6.86 0.59
C 3.20 -7.19 1.47
N 3.51 -8.45 1.42
O 2.65 -9.00 0.48
C 1.85 -8.05 0.00
H -2.83 0.69 -0.31
H -4.18 1.91 1.37
H 0.32 0.26 2.53
H 0.79 -2.82 1.78
H -0.66 -1.86 2.11
H -1.26 -4.20 1.41
H -1.90 -2.96 0.34
H 0.91 -3.61 -2.21
H -0.48 -2.56 -2.00
H 1.50 -1.28 -1.41
H 2.01 -2.52 -0.24
H -2.32 -5.12 -0.83
H -1.43 -4.84 -2.35
H -0.84 -7.02 -0.33
H 0.06 -6.70 -1.84
H 3.74 -6.53 2.14
H 1.15 -8.37 -0.74
```